Entry 1:
14
Properties=species:S:1:pos:R:3:nbo_charge:R:1 method="wB97M-V/def2-TZVPD" e_tot_ha=-361.74888 orbital_gap_ev=9.5 max_force_ev_per_a=0.64 relative_energy_kcal_mol=82.81 molar_mass_g_mol=101.10 lumo_ev=0.495 e_homo_ev=-9.0
O -1.6737 0.1633 1.9334 -0.702
O 0.8240 0.9696 1.6721 -0.541
N 0.4216 -0.4527 -1.5574 -0.568
C 1.2819 -0.0257 -0.4555 -0.352
C -0.9916 -0.3028 0.8171 -0.173
C 0.4127 0.2912 0.7560 0.564
C -0.6046 0.2329 -2.0160 -0.074
H -0.8613 -1.4010 0.8319 0.189
H -1.5653 -0.1030 -0.0961 0.214
H 1.8449 0.8705 -0.7338 0.240
H 0.5122 -1.4180 -1.8516 0.392
H 2.0112 -0.8038 -0.1977 0.235
H -1.0589 0.7601 2.3909 0.487
H -0.5531 1.2194 -1.4933 0.089

=====

Entry 2:
13
Properties=species:S:1:pos:R:3:nbo_charge:R:1 method="wB97M-V/def2-TZVPD" e_tot_ha=-249.30046 orbital_gap_ev=9.5 max_force_ev_per_a=8.45 relative_energy_kcal_mol=108.42 molar_mass_g_mol=81.12 lumo_ev=1.039 e_homo_ev=-8.5
N -2.6347 0.1094 -0.2665 -0.293
C -3.6010 0.4091 0.3662 0.048
C 0.6865 0.6790 0.4292 -0.372
C 1.2891 -0.9658 -0.8392 -0.400
C 0.5421 0.2285 -0.9065 -0.213
C 1.9315 0.1806 -0.3612 -0.255
H 0.5411 1.7996 0.6174 0.208
H 2.8097 0.5780 -0.7400 0.216
H 0.3534 0.6738 -1.7823 0.222
H -4.6828 0.6463 0.5156 0.246
H 1.2390 -1.7978 -0.0542 0.180
H 0.4128 0.1668 1.3916 0.204
H 1.5807 -1.5698 -1.8023 0.209

=====

Entry 3:
21
Properties=species:S:1:pos:R:3:nbo_charge:R:1 method="wB97M-V/def2-TZVPD" e_tot_ha=-512.58267 orbital_gap_ev=7.7 max_force_ev_per_a=5.56 relative_energy_kcal_mol=45.26 molar_mass_g_mol=159.19 lumo_ev=0.434 e_homo_ev=-7.3
N -2.3228 -1.3165 -0.1145 -0.395
N 1.4867 1.9537 -0.1512 -0.844
N 3.2218 -0.1570 0.0530 -0.819
C 0.9813 0.6534 -0.1844 0.152
C -1.5910 1.3972 0.0517 -0.170
C -0.0677 -1.9855 -0.1360 -0.209
C -0.4870 0.4809 -0.1651 -0.060
C -2.8765 0.8963 -0.0113 -0.274
C -3.2405 -0.4235 -0.0085 0.044
C -1.0031 -0.8704 -0.1845 0.136
C 1.8744 -0.5360 -0.0710 0.089
C 1.2497 -1.8146 -0.0275 -0.231
H 2.5143 1.8657 -0.3925 0.400
H 3.3450 0.3342 0.9782 0.366
H -4.2965 -0.6342 0.2592 0.193
H 1.0059 2.8186 -0.6098 0.404
H 3.7483 -0.9745 0.2491 0.369
H 1.9273 -2.6991 -0.0180 0.209
H -3.6750 1.5384 0.3738 0.207
H -0.3994 -2.9725 -0.1635 0.220
H -1.3953 2.4456 0.2728 0.213

=====

Entry 4:
54
Properties=species:S:1:pos:R:3:lowdin_charge:R:1 method="wB97M-V/def2-TZVPD" e_tot_ha=-1508.27912 total_charge=-1 orbital_gap_ev=3.9 max_force_ev_per_a=3.53 relative_energy_kcal_mol=17.47 molar_mass_g_mol=506.26 lumo_ev=1.573 e_homo_ev=-2.3
Ba -1.5976 -1.9626 0.1451 1.815
Cl -5.3567 -2.3582 1.6955 0.396
O 3.6311 -1.0202 -1.8634 0.037
N 1.9135 -0.1234 -2.9896 0.051
C -0.5959 -2.6581 2.8112 -0.277
C -0.5777 -1.3299 3.3172 -0.147
C 0.4278 -2.7470 1.8407 -0.356
C 0.0913 4.4944 -1.8153 -0.091
C 3.0939 -2.3587 0.6629 -0.042
C 1.4850 -0.9352 -0.6980 -0.098
C -3.8230 -2.8318 2.1588 -0.899
C 1.4896 2.5340 -2.0573 -0.043
C -3.2565 0.3596 1.5834 -0.211
C -0.7804 2.5048 -2.8724 -0.065
C -1.6054 1.3013 0.3128 -0.213
C 2.8499 0.1205 1.1137 -0.037
C 0.4570 -0.6560 2.6305 -0.127
C 2.1355 -1.1652 0.6945 -0.493
C -2.4908 0.6334 -0.5520 -0.383
C 1.3154 3.8478 -1.6225 -0.083
C 0.4419 1.8531 -2.6795 -0.218
C 1.0506 -1.4998 1.6897 -0.362
C -2.0919 1.1563 1.6331 -0.165
C 2.4480 -0.7053 -1.8631 -0.460
C 0.5759 0.4247 -3.1643 -0.145
C -0.9602 3.8155 -2.4410 -0.077
C -3.5203 0.0553 0.2347 -0.385
H -3.6419 -2.6291 3.2139 -0.053
H 0.3109 0.3602 -4.2296 0.130
H 2.1477 4.3639 -1.1391 0.102
H -1.2422 -0.9285 4.0400 0.080
H 0.7054 0.3939 2.7663 0.094
H 0.8627 -1.8006 -1.0114 0.075
H 3.9360 -2.1394 0.0087 0.065
H -4.3395 -0.5549 -0.1482 0.051
H -1.2952 -3.4461 3.1069 0.078
H 3.2697 0.0139 2.1181 0.094
H -0.0443 5.5212 -1.4867 0.097
H 3.6642 0.3251 0.4172 0.077
H 0.8377 -0.0464 -0.6423 0.100
H 2.5601 -0.0049 -3.7539 0.142
H 2.4527 2.0339 -1.9227 0.113
H 0.6449 -3.6511 1.2350 0.088
H -1.5859 1.9595 -3.3592 0.111
H -0.1520 -0.2212 -2.6534 0.104
H -2.4177 0.5687 -1.6409 0.056
H -3.5340 -3.7923 1.7297 -0.094
H -3.8232 0.0364 2.4312 0.070
H -1.9221 4.3034 -2.5961 0.106
H 3.4529 -2.5604 1.6778 0.096
H 2.1821 0.9867 1.1054 0.081
H -0.7386 1.8717 0.0315 0.070
H -1.6274 1.5364 2.5107 0.074
H 2.5875 -3.2493 0.2858 0.075

=====

Entry 5:
25
Properties=species:S:1:pos:R:3:lowdin_charge:R:1 method="wB97M-V/def2-TZVPD" e_tot_ha=-755.55449 total_charge=+2 orbital_gap_ev=6.4 max_force_ev_per_a=4.23 relative_energy_kcal_mol=86.84 molar_mass_g_mol=330.06 lumo_ev=-9.274 e_homo_ev=-15.7
La -1.4712 0.2464 0.0231 2.351
O -2.2176 -0.6136 -2.2736 -0.138
O -3.4117 -1.4377 -0.6281 -0.119
O 3.1350 -2.8370 2.8040 0.110
O -3.8127 -2.0968 -2.7231 0.043
O 1.2888 -1.9645 2.0235 0.030
O 3.2205 -1.4255 1.1091 0.200
C -5.2025 -2.3567 -2.5293 -0.009
C 1.9388 0.1173 1.1243 0.083
C 2.5734 -2.1982 1.8419 -0.516
C 3.9066 -4.9102 3.7070 -0.044
C 2.7686 -4.2334 2.9916 -0.165
C 0.9437 -0.5861 1.8773 -0.277
C -3.1786 -1.3321 -1.8678 -0.790
H -5.2910 -3.4150 -2.2622 0.113
H 4.8115 -4.8796 3.0869 0.097
H 2.5804 -4.6755 2.0055 0.142
H 1.8406 -4.2466 3.5761 0.138
H 4.1120 -4.4235 4.6687 0.097
H 3.6498 -5.9613 3.8918 0.101
H 0.7289 -0.2013 2.8805 0.124
H -5.6958 -2.0720 -3.4635 0.113
H 2.8420 0.6350 1.4424 0.120
H 1.8059 1.0374 0.5405 0.092
H -5.7457 -1.8127 -1.7492 0.104

=====

Entry 6:
70
Properties=species:S:1:pos:R:3:nbo_charge:R:1 method="wB97M-V/def2-TZVPD" e_tot_ha=-5610.32442 total_charge=+2 s_squared=8.80 orbital_gap_ev="7.7 / 6.7" max_force_ev_per_a=5.07 molar_mass_g_mol=615.39 spin_multiplicity=6 lumo_ev="-5.345 / -7.724" e_homo_ev="-13.1 / -14.4"
As 0.6444 -0.0126 2.1749 1.936
Co -0.3835 0.1715 -1.0234 1.101
P -2.3891 -0.7054 -1.0068 0.303
P -1.1381 2.2052 -1.1185 0.285
O -3.0343 0.4293 -4.6618 -0.354
O 0.7092 -0.2396 0.4734 -1.209
N 0.0386 -1.4867 -1.7818 -0.519
N 1.0672 0.7805 -2.0879 -0.428
C 1.7986 -3.4257 4.3056 -0.199
C 2.7416 -4.0243 3.4585 -0.168
C -3.1479 1.0340 3.6611 -0.215
C -0.7928 -2.4741 -2.0203 0.213
C 2.0732 -0.2219 -2.4309 -0.271
C -1.8685 1.8259 -5.3454 -0.578
C 2.4778 -2.1973 1.8779 -0.230
C 3.0812 -3.4057 2.2454 -0.191
C -1.4402 -0.6919 -6.2279 -0.647
C -1.8193 1.1049 3.2233 -0.137
C -3.8424 -0.1777 3.6212 -0.166
C -1.8851 -1.2608 2.6880 -0.218
C -3.2043 -1.3258 3.1470 -0.194
C 3.6288 2.6272 3.5229 -0.175
C 1.9382 3.9884 2.4538 -0.200
C 1.5324 -1.6126 2.7287 -0.339
C 1.5024 -1.6102 -2.1199 -0.253
C 0.2929 2.9915 -1.8860 -0.390
C 2.8874 1.4727 3.2439 -0.225
C -1.1933 -0.0472 2.7316 -0.446
C 1.1913 2.8421 2.1495 -0.237
C 1.2609 2.0868 -2.3124 0.039
C -1.7902 0.2768 -5.1207 0.096
C 3.1538 3.8831 3.1352 -0.169
C -2.2691 -2.3447 -1.8155 -0.766
C 1.1939 -2.2171 3.9482 -0.215
C 1.6755 1.5880 2.5463 -0.303
H -2.7332 2.1769 -5.9237 0.254
H -2.9150 -1.3669 0.1502 0.055
H -0.4484 -3.3646 -2.5317 0.212
H -1.3896 -2.1531 2.3075 0.232
H -2.8759 -2.5479 -2.6903 0.300
H 0.3810 4.0719 -2.0305 0.259
H 3.7335 4.7782 3.3693 0.244
H -3.6466 1.9331 4.0293 0.242
H 3.8085 -3.8619 1.5693 0.233
H -2.2674 -0.9451 -6.8839 0.245
H -4.8742 -0.2339 3.9759 0.245
H 2.3383 -0.1322 -3.5010 0.232
H 3.2368 0.4842 3.5506 0.238
H 2.0960 -2.0220 -1.2823 0.240
H 2.7306 -1.7081 0.9361 0.224
H 3.2233 -4.9701 3.7319 0.243
H 1.6954 -2.2529 -2.9984 0.227
H -2.2138 2.5889 -1.9716 0.070
H -0.6101 -0.3059 -6.8160 0.232
H 0.4524 -1.7630 4.6040 0.230
H 1.5468 -3.9073 5.2519 0.242
H -2.7045 -3.0131 -1.0319 0.286
H -1.0492 -1.6077 -5.7822 0.208
H -1.9222 2.3456 -4.3856 0.201
H 0.2544 2.9263 1.5893 0.199
H 1.5615 4.9711 2.1688 0.235
H -0.9878 2.2214 -5.8249 0.232
H 2.1682 2.4273 -2.8351 0.229
H -1.2748 2.0471 3.2766 0.221
H -3.4875 0.1300 -1.4463 0.064
H -0.9870 0.1170 -4.3424 0.118
H 3.0203 -0.0322 -1.8852 0.246
H -1.3940 2.8886 0.1092 0.052
H 4.5780 2.5309 4.0454 0.242
H -3.7349 -2.2773 3.1200 0.238